Record 1
The following is a quantum chemistry calculation of C7H8N2O2 as an isolated structure in a non-equilibrium geometry, from the Open Molecules 2025 dataset.

CARTESIAN COORDINATES (ANGSTROEM)
C 1.097 -0.897 1.896
C -0.091 0.393 0.109
C -0.451 1.760 0.217
C -0.422 2.537 -0.951
C 0.077 1.952 -2.112
C 0.512 0.735 -2.192
C 0.399 -0.147 -1.069
H 0.897 -0.959 3.052
H 1.948 -0.325 1.647
H 1.409 -1.691 1.279
H -1.032 2.222 1.349
H -0.574 3.610 -0.942
H 0.026 2.839 -3.031
H 0.881 0.306 -3.188
H 1.171 -1.715 -2.095
N -0.216 -0.463 1.278
N -1.239 -1.269 1.422
O -0.951 -2.276 2.032
O 0.793 -1.495 -1.076

Relative energy (zero: lowest compared OMol25 entry of this formula, charge and spin): 566.2 kJ/mol
Kohn-Sham gap: 9.276 eV
Spin multiplicity: 1
Largest force on an atom: 0.1581 hartree/bohr
E_tot: -531.3434 hartree

***

Record 2
The following is a quantum chemistry calculation of one molecule with the formula C5H8NP in a non-equilibrium geometry, from the Open Molecules 2025 dataset.

CARTESIAN COORDINATES (ANGSTROEM)
C 1.171 0.100 2.381
C 0.455 0.088 1.064
P -0.155 -1.265 -0.044
C -0.868 0.140 -1.141
C -1.670 0.091 -2.368
N -0.635 1.326 -0.649
C 0.024 1.253 0.549
H 2.219 -0.288 2.290
H 0.768 -0.683 2.999
H 1.041 1.101 2.717
H 1.132 -1.400 -0.784
H -2.312 -0.704 -2.246
H -1.086 -0.079 -3.175
H -2.204 1.046 -2.538
H 0.404 2.224 0.858

Relative energy (zero: lowest compared OMol25 entry of this formula, charge and spin): 107.9 kJ/mol
Kohn-Sham gap: 9.096 eV
Spin multiplicity: 1
Largest force on an atom: 0.0672 hartree/bohr
E_tot: -591.3614 hartree
SMILES: CC1=[PH]=C(C)N=C1

***

Record 3
The following is a quantum chemistry calculation of a 2-piece molecular cluster, C9H14O overall in a non-equilibrium geometry, from the Open Molecules 2025 dataset.

CARTESIAN COORDINATES (ANGSTROEM)
C 2.592 2.111 0.809
C 1.866 0.849 0.264
C 1.307 0.659 -1.003
C 0.852 -0.486 -1.617
C 0.856 -1.659 -0.841
C 1.364 -1.592 0.438
C 1.778 -0.377 0.996
H 1.870 2.920 0.440
H 3.611 2.194 0.659
H 2.341 1.971 1.929
H 1.218 1.533 -1.695
H 0.550 -0.508 -2.581
H 0.615 -2.600 -1.302
H 1.288 -2.467 1.068
H 1.704 -0.297 2.104
C -2.208 0.469 0.635
C -3.262 -0.387 -0.299
O -2.840 -1.779 -0.301
H -2.059 -0.036 1.598
H -2.605 1.396 0.530
H -1.229 0.510 0.152
H -4.325 -0.426 -0.007
H -3.313 -0.021 -1.237
H -1.970 -1.978 -0.740

Relative energy (zero: lowest compared OMol25 entry of this formula, charge and spin): 222.5 kJ/mol
Kohn-Sham gap: 10.074 eV
Spin multiplicity: 1
Largest force on an atom: 0.1289 hartree/bohr
E_tot: -426.4880 hartree
SMILES: Cc1ccccc1.CCO

***

Record 4
The following is a quantum chemistry calculation of C31H43N3PYb as an isolated structure, from the Open Molecules 2025 dataset.

CARTESIAN COORDINATES (ANGSTROEM)
Yb -0.019 0.331 0.452
C 0.595 -1.305 -2.278
C 1.697 -2.091 -1.563
C 1.858 -3.447 -2.246
C 2.963 -1.258 -1.510
C 3.933 -1.343 -2.498
C 5.049 -0.519 -2.462
C 5.197 0.403 -1.443
C 4.250 0.525 -0.426
C 4.442 1.586 0.644
C 4.466 2.985 0.027
C 5.705 1.326 1.467
C 3.150 -0.332 -0.477
N 2.134 -0.250 0.540
C 2.442 -0.620 1.767
C 1.534 -0.490 2.827
C 1.668 -0.800 4.176
C 0.474 -0.422 4.790
C -0.353 0.107 3.802
N 0.269 0.078 2.595
C -1.769 0.607 3.928
C -2.721 -0.554 3.615
C -2.038 1.109 5.349
C -2.003 1.765 2.956
H -0.357 -1.839 -2.285
H 0.887 -1.103 -3.311
H 0.411 -0.280 -1.887
H 1.383 -2.298 -0.533
H 2.046 -3.342 -3.315
H 0.945 -4.034 -2.135
H 2.683 -4.012 -1.813
H 3.827 -2.060 -3.300
H 5.802 -0.598 -3.234
H 6.067 1.047 -1.435
H 3.591 1.555 1.329
H 5.317 3.114 -0.643
H 4.547 3.745 0.806
H 3.563 3.177 -0.559
H 6.598 1.370 0.841
H 5.687 0.340 1.935
H 5.815 2.074 2.252
H 3.425 -1.049 1.961
H 2.537 -1.235 4.645
H 0.239 -0.508 5.838
H -2.591 -1.367 4.329
H -2.542 -0.971 2.618
H -3.761 -0.223 3.667
H -1.920 0.311 6.081
H -3.063 1.471 5.428
H -1.366 1.924 5.619
H -1.858 1.475 1.899
H -1.330 2.600 3.152
H -3.031 2.124 3.012
C 0.435 5.158 -0.424
C 0.266 3.729 -0.213
N 0.142 2.600 -0.055
H 1.352 5.477 0.070
H -0.422 5.681 -0.002
H 0.501 5.345 -1.496
C -4.019 0.290 0.168
P -2.562 -0.438 -0.638
C -2.931 -0.256 -2.406
C -2.550 -2.198 -0.252
C -3.562 -3.062 -0.672
C -3.522 -4.404 -0.332
C -2.474 -4.900 0.434
C -1.459 -4.056 0.862
C -1.504 -2.715 0.512
H -4.929 -0.202 -0.180
H -4.080 1.350 -0.081
H -3.954 0.182 1.248
H -3.885 -0.726 -2.645
H -2.154 -0.700 -3.025
H -3.007 0.807 -2.640
H -4.390 -2.692 -1.265
H -4.310 -5.068 -0.662
H -2.449 -5.949 0.699
H -0.644 -4.438 1.461
H -0.682 -2.098 0.891

Charge: +2
Relative energy (zero: lowest compared OMol25 entry of this formula, charge and spin): 0.0 kJ/mol
Kohn-Sham gap (spin up / spin down): 7.507 / 6.607 eV
Spin multiplicity: 2
<S²>: 0.7509
Largest force on an atom: 0.0070 hartree/bohr
E_tot: -2870.9571 hartree

***

Record 5
The following is a quantum chemistry calculation of one molecule with the formula C4H9NO2 in a non-equilibrium geometry, from the Open Molecules 2025 dataset.

CARTESIAN COORDINATES (ANGSTROEM)
N 1.412 2.248 -1.202
C 1.288 1.866 0.200
C 0.940 0.372 0.360
C -0.526 0.160 0.209
C -1.019 -1.287 0.317
O -0.962 -1.978 1.298
O -1.328 -1.749 -0.903
H 0.529 2.479 -1.615
H 2.168 1.800 -1.675
H 2.233 2.002 0.790
H 0.619 2.572 0.688
H 1.465 -0.350 -0.260
H 1.275 0.079 1.375
H -1.088 0.548 1.083
H -1.059 0.729 -0.549
H -1.693 -2.645 -0.911

Relative energy (zero: lowest compared OMol25 entry of this formula, charge and spin): 122.8 kJ/mol
Kohn-Sham gap: 9.709 eV
Spin multiplicity: 1
Largest force on an atom: 0.0702 hartree/bohr
E_tot: -363.0388 hartree
SMILES: NCCCC(=O)O

***

Record 6
The following is a quantum chemistry calculation of C17H29N2Nd as an isolated structure in a non-equilibrium geometry, from the Open Molecules 2025 dataset.

CARTESIAN COORDINATES (ANGSTROEM)
C -1.327 -2.035 1.128
H -2.241 -1.566 1.539
H -1.553 -2.565 0.196
H -1.390 1.824 0.443
C -0.367 -2.557 2.160
H 0.582 -2.729 1.605
H -0.160 -1.756 2.912
C -0.814 -3.822 2.868
H -0.035 -4.131 3.566
H -1.743 -3.644 3.415
H -0.996 -4.630 2.158
C 0.947 0.790 -1.703
C 1.607 -0.423 -1.353
C 0.697 -1.505 -1.589
C -0.524 -0.965 -2.089
C -0.375 0.476 -2.158
C -1.373 1.462 -2.653
C -1.701 -1.749 -2.553
C 1.043 -2.949 -1.459
C 3.062 -0.553 -1.067
C 1.602 2.123 -1.772
Nd -0.642 -0.052 0.352
H -2.606 -1.131 -2.557
H -1.574 -2.150 -3.574
H -1.872 -2.604 -1.892
H -2.393 1.070 -2.571
H -1.311 2.396 -2.082
H -1.199 1.722 -3.709
H 2.462 2.165 -1.094
H 1.975 2.360 -2.786
H 0.915 2.923 -1.479
H 3.271 -1.470 -0.515
H 3.671 -0.571 -1.984
H 3.406 0.287 -0.463
H 0.247 -3.492 -0.946
H 1.212 -3.441 -2.431
H 1.958 -3.074 -0.871
C 0.643 1.510 2.977
C -0.174 2.520 2.208
N -1.021 2.462 1.158
C -1.358 3.711 0.666
C -0.800 4.563 1.506
N -0.046 3.825 2.414
H 1.255 2.020 3.749
H 0.027 0.786 3.537
H 1.392 0.986 2.335
H -1.985 3.715 -0.206
H -0.915 5.628 1.521
H 0.518 4.242 3.144

Charge: +2
Kohn-Sham gap (spin up / spin down): 6.396 / 6.492 eV
Spin multiplicity: 4
<S²>: 3.7637
Largest force on an atom: 0.0726 hartree/bohr
E_tot: -1335.4127 hartree

***

Record 7
The following is a quantum chemistry calculation of C9H23BeClN2O5 as an isolated structure in a non-equilibrium geometry, from the Open Molecules 2025 dataset.

CARTESIAN COORDINATES (ANGSTROEM)
Be 3.764 -3.029 10.147
N -2.257 -1.590 3.533
H -1.710 -1.177 2.791
H -3.023 -1.991 3.011
H -2.584 -0.819 4.098
H -1.593 -2.179 4.015
Cl 2.550 0.962 6.252
O 1.216 1.412 6.424
O 2.552 -0.430 6.145
O 3.124 1.591 5.107
O 3.239 1.391 7.453
C -0.712 -2.339 -1.633
C -0.153 -1.107 -2.128
C -1.165 -0.651 -3.254
C -1.141 0.824 -3.739
C -1.217 1.686 -2.450
C -0.229 1.323 -1.331
N -0.106 -0.139 -1.012
O 0.745 -0.529 0.047
C 1.171 1.937 -1.787
C -0.754 1.981 -0.015
C 1.289 -1.381 -2.765
H -0.155 -2.664 -0.754
H -1.784 -2.399 -1.443
H -0.620 -3.162 -2.341
H -0.934 -1.236 -4.145
H -2.174 -0.952 -2.970
H -0.264 1.104 -4.323
H -2.011 0.940 -4.386
H -2.260 1.616 -2.139
H -1.095 2.743 -2.686
H 1.107 3.021 -1.883
H 1.393 1.621 -2.806
H 2.022 1.863 -1.110
H -0.804 3.067 -0.090
H -0.228 1.593 0.858
H -1.755 1.595 0.180
H 1.660 -0.502 -3.292
H 2.006 -1.650 -1.989
H 1.337 -2.277 -3.384
H 1.548 -0.068 -0.206

Charge: +2
Relative energy (zero: lowest compared OMol25 entry of this formula, charge and spin): 200.2 kJ/mol
Kohn-Sham gap: 1.432 eV
Spin multiplicity: 1
Largest force on an atom: 0.0741 hartree/bohr
E_tot: -1316.1079 hartree